Record 1
Here is the molecule C8H8N2S in a non-equilibrium geometry from OMol25. Energies are from ωB97M-V with the def2-TZVPD basis set.

The geometry in XYZ format:
```
19
Properties=species:S:1:pos:R:3:forces:R:3
C -1.295 -0.132 1.541 0.982 -1.665 0.461
C -1.239 0.837 0.707 -0.126 3.569 -1.249
N -1.307 2.023 0.264 -0.165 -4.724 2.777
C -0.639 2.782 -0.603 -1.678 3.167 -1.504
C 0.451 2.745 -1.394 -0.500 -1.712 0.612
S 1.659 1.589 -1.916 0.867 1.537 0.324
N 0.922 0.137 -1.626 -1.826 0.010 -0.883
C 1.177 -0.571 -0.635 -2.377 -1.697 -1.185
C 0.260 -1.732 -0.382 -0.311 0.973 0.132
C 0.053 -2.133 1.031 1.719 -0.828 -0.040
C -0.711 -1.290 1.920 -1.293 2.726 -0.742
H -1.313 3.751 -0.655 2.096 -1.441 -0.361
H 0.560 3.650 -1.887 0.617 1.545 -1.032
H 1.949 -0.414 0.004 2.503 0.744 2.177
H -0.720 -1.532 -0.760 -0.650 0.833 -0.542
H 0.490 -2.587 -0.952 1.081 -1.165 -0.713
H 0.992 -2.439 1.491 0.300 0.102 0.277
H -0.462 -3.049 0.947 -0.850 -1.441 0.261
H -0.826 -1.636 2.905 -0.389 -0.532 1.229
```
Forces are in eV/Å.

## Properties
Relative energy (zero: lowest compared OMol25 entry of this formula, charge and spin)   149.2 kcal/mol
HOMO energy (alpha / beta)   -7.56 / -7.56 eV
E_LUMO (alpha / beta)   -0.6 / -0.6 eV
E   -817.1422 Eh
Structure (SMILES)   C1=C=N/C=C\S/N=C/CCC=1

***

Record 2
Here is an isolated ion of composition C4H10NOS and charge -1 in a non-equilibrium geometry from OMol25. Energies are from ωB97M-V with the def2-TZVPD basis set.

The geometry in XYZ format:
```
17
Properties=species:S:1:pos:R:3:forces:R:3
C 0.991 0.989 1.029 1.418 0.721 1.053
C 0.357 0.511 -0.269 -0.840 0.438 0.832
C 0.578 -0.973 -0.426 -0.136 -0.776 0.447
S 2.326 -1.525 -0.442 -0.247 0.543 -0.569
N -1.092 0.796 -0.201 -0.724 0.198 0.472
C -2.119 -0.320 -0.354 1.371 -1.528 -1.044
O -2.012 -1.361 0.481 -0.397 0.794 0.271
H 2.064 1.186 0.894 -0.115 0.218 -0.219
H 1.036 0.330 1.913 -0.717 -0.421 -0.656
H 0.549 1.919 1.421 -0.005 -0.084 -0.480
H 0.776 1.176 -1.059 0.054 -0.825 -0.020
H -0.066 -1.399 -1.202 0.682 0.045 -0.259
H 0.151 -1.426 0.479 0.059 0.077 -0.202
H 2.767 -0.508 -1.216 0.103 -0.291 0.075
H -1.274 1.058 0.762 0.059 0.218 0.059
H -1.959 -0.674 -1.417 -0.178 0.359 -0.075
H -3.073 0.218 -0.393 -0.387 0.314 0.315
```
Forces are in eV/Å.

## Properties
Relative energy (zero: lowest compared OMol25 entry of this formula, charge and spin)   64.4 kcal/mol
Net charge   -1
HOMO energy   -2.70 eV
E_LUMO   3.2 eV
E   -686.5620 Eh
Structure (SMILES)   C[C@@H](CS)NC[O-]

***

Record 3
Here is the molecule C6H8O2 in a non-equilibrium geometry from OMol25. Energies are from ωB97M-V with the def2-TZVPD basis set.

The geometry in XYZ format:
```
16
Properties=species:S:1:pos:R:3:forces:R:3
O 0.245 0.684 2.082 1.813 -0.001 -1.625
C 0.601 -0.248 1.022 0.127 1.902 1.790
C 1.134 0.549 -0.119 1.221 0.330 0.029
C -0.060 0.895 -0.952 -0.830 -1.324 -0.963
C -1.308 0.190 -0.375 0.735 -0.209 -0.639
C -0.534 -0.932 0.339 -0.583 1.043 -0.864
O 0.219 -1.502 -0.770 -0.830 -1.555 0.477
C 0.870 -0.369 -1.254 -0.889 1.990 -0.637
H -0.535 0.305 2.376 -2.519 -0.617 1.622
H 1.212 -1.006 1.461 1.028 -0.406 -0.024
H 1.994 1.204 0.045 -0.292 -0.332 -0.265
H -0.166 1.670 -1.724 0.427 -0.279 0.687
H -1.907 -0.252 -1.190 0.157 0.185 0.336
H -1.961 0.758 0.264 -0.027 0.411 0.355
H -1.138 -1.527 1.034 0.358 -0.831 -0.877
H 1.334 -0.421 -2.239 0.106 -0.306 0.597
```
Forces are in eV/Å.

## Properties
Relative energy (zero: lowest compared OMol25 entry of this formula, charge and spin)   51.7 kcal/mol
HOMO energy   -9.00 eV
E_LUMO   0.9 eV
E   -383.8277 Eh
Structure (SMILES)   O[C@@H]1[C@@H]2[C@@H]3C[C@H]1O[C@@H]32

***

Record 4
Here is the molecule C4H4N2 in a non-equilibrium geometry from OMol25. Energies are from ωB97M-V with the def2-TZVPD basis set.

The geometry in XYZ format:
```
10
Properties=species:S:1:pos:R:3:forces:R:3
C -1.682 -0.244 -0.062 -0.853 -1.329 1.949
C -0.724 -0.757 0.623 2.804 -1.017 0.877
C 0.461 -1.084 1.012 -2.309 0.032 -0.538
N 1.684 -1.078 0.778 0.044 0.080 1.046
N 1.893 -0.168 -0.257 1.066 0.948 -2.158
C 1.089 0.794 -0.490 2.963 -1.154 -0.941
H -2.631 -0.467 0.256 -2.625 -0.910 0.155
H -1.645 0.575 -0.655 0.756 2.296 -2.023
H 1.215 1.415 -1.355 0.438 0.043 -0.339
H 0.340 1.015 0.149 -2.284 1.011 1.973
```
Forces are in eV/Å.

## Properties
Relative energy (zero: lowest compared OMol25 entry of this formula, charge and spin)   134.2 kcal/mol
HOMO energy   -9.60 eV
E_LUMO   -0.6 eV
E   -264.1125 Eh
Structure (SMILES)   C=C=C=NN=C

***

Record 5
Here is a 6-piece molecular cluster, C57H85BClO3 overall from OMol25. Energies are from ωB97M-V with the def2-TZVPD basis set.

The geometry in XYZ format:
```
147
Properties=species:S:1:pos:R:3:forces:R:3
C -7.134 3.778 -1.497 0.008 -0.028 0.127
C -5.683 4.254 -1.564 -0.054 0.030 -0.119
C -5.063 4.043 -2.958 0.037 0.051 -0.004
C -4.174 2.802 -3.097 -0.038 0.089 -0.151
C -2.720 2.976 -2.630 -0.003 -0.043 0.100
C -2.461 3.863 -1.415 0.637 0.081 0.214
C -0.954 3.888 -1.065 -0.261 -0.220 -0.042
C -0.654 3.939 0.437 0.131 0.163 0.047
C 0.725 3.360 0.782 0.012 0.027 -0.027
C 0.722 1.845 1.047 0.149 0.050 0.026
C 0.793 1.493 2.536 -0.115 -0.008 -0.034
C 0.392 0.051 2.871 0.108 0.065 0.076
C -0.291 -0.093 4.238 0.043 -0.034 -0.080
C -1.818 0.119 4.194 -0.042 0.123 -0.074
C -2.591 -1.055 4.800 0.243 -0.148 0.086
C -2.556 -2.281 3.867 0.051 0.002 -0.070
C -2.231 -3.635 4.527 -0.032 0.011 0.142
C -0.852 -4.183 4.123 -0.042 0.003 -0.007
B -0.835 -4.964 2.690 0.216 -0.065 0.061
O -1.909 -4.470 1.783 0.048 0.130 -0.028
C -1.363 -4.492 0.499 -0.027 -0.138 0.020
C 0.100 -4.084 0.701 0.364 0.064 0.024
C 0.289 -2.556 0.807 -0.199 -0.218 -0.177
C 0.274 -1.730 -0.484 0.000 -0.008 -0.059
C -1.104 -1.254 -0.948 -0.046 0.032 0.092
Cl -1.713 -2.089 -2.423 0.018 -0.056 -0.039
O 0.868 -4.620 -0.391 -0.073 0.180 -0.071
C 2.204 -4.974 -0.107 -0.093 -0.143 -0.018
C 3.226 -3.819 -0.118 0.059 0.026 0.057
C 4.336 -3.987 -1.165 0.052 0.063 -0.044
C 4.041 -3.242 -2.465 -0.136 -0.106 -0.075
O 0.454 -4.642 1.910 -0.294 -0.007 0.015
H -7.264 2.843 -2.046 -0.007 -0.010 0.012
H -7.454 3.597 -0.468 0.012 0.039 -0.004
H -7.816 4.521 -1.917 0.031 -0.059 -0.108
H -5.099 3.721 -0.813 0.036 0.022 -0.027
H -5.637 5.315 -1.306 -0.016 -0.037 0.101
H -4.482 4.924 -3.254 -0.014 -0.021 0.001
H -5.879 3.965 -3.684 0.020 0.037 -0.010
H -4.634 1.947 -2.591 -0.052 0.095 0.103
H -4.149 2.538 -4.158 0.036 -0.137 0.061
H -2.120 3.357 -3.466 -0.031 0.056 0.032
H -2.301 1.994 -2.388 -0.043 -0.038 -0.177
H -2.966 3.478 -0.526 -0.267 0.021 -0.167
H -2.805 4.886 -1.595 -0.172 -0.067 0.123
H -0.506 2.973 -1.473 0.056 0.032 0.042
H -0.459 4.728 -1.561 0.054 -0.083 -0.062
H -0.699 4.973 0.795 -0.141 0.001 -0.072
H -1.434 3.392 0.978 0.070 -0.037 0.067
H 1.125 3.874 1.662 0.029 -0.053 -0.011
H 1.413 3.587 -0.037 -0.002 0.085 0.028
H -0.186 1.389 0.636 0.022 0.065 -0.110
H 1.569 1.391 0.524 -0.077 -0.143 0.024
H 1.818 1.659 2.889 -0.069 0.145 0.071
H 0.160 2.194 3.094 -0.067 -0.053 -0.050
H -0.278 -0.334 2.095 0.037 0.123 0.131
H 1.274 -0.595 2.836 -0.013 0.055 -0.042
H -0.086 -1.090 4.636 -0.037 0.013 -0.045
H 0.163 0.620 4.935 0.025 -0.070 0.042
H -2.110 0.210 3.140 -0.141 0.090 0.055
H -2.108 1.057 4.677 0.087 -0.010 0.018
H -3.611 -0.743 5.037 -0.040 -0.104 -0.026
H -2.118 -1.335 5.750 -0.061 0.145 0.017
H -3.493 -2.355 3.309 0.033 0.084 -0.022
H -1.781 -2.091 3.121 -0.099 -0.112 -0.067
H -2.290 -3.525 5.619 -0.076 0.052 -0.050
H -3.008 -4.355 4.252 0.066 -0.064 0.014
H -0.481 -4.848 4.915 0.029 0.026 -0.023
H -0.135 -3.348 4.064 -0.035 -0.009 0.104
H -0.891 -6.194 2.845 -0.109 0.037 -0.082
H -1.364 -5.503 0.060 0.015 0.020 0.010
H -1.913 -3.828 -0.170 -0.043 0.061 -0.052
H -0.515 -2.222 1.473 0.140 -0.059 -0.027
H 1.225 -2.385 1.341 -0.019 -0.061 -0.006
H 0.747 -2.290 -1.294 -0.008 0.007 0.058
H 0.885 -0.834 -0.327 -0.024 -0.030 -0.013
H -1.864 -1.410 -0.184 0.015 -0.012 -0.006
H -1.096 -0.202 -1.223 0.022 0.038 0.040
H 2.227 -5.495 0.852 0.063 0.003 -0.008
H 2.472 -5.694 -0.888 -0.010 0.029 -0.010
H 2.698 -2.883 -0.313 0.036 -0.023 0.019
H 3.664 -3.722 0.878 -0.027 0.001 0.007
H 5.292 -3.638 -0.763 0.015 -0.034 -0.032
H 4.471 -5.050 -1.388 0.024 0.003 0.079
H 4.664 -3.590 -3.292 0.085 0.058 0.057
H 3.000 -3.389 -2.767 0.011 -0.005 0.034
H 4.202 -2.169 -2.342 -0.054 0.001 -0.015
C 1.137 5.938 -5.296 0.007 0.009 0.019
C -0.050 5.539 -4.697 0.039 -0.077 -0.062
C -0.963 6.489 -4.265 -0.058 0.023 0.044
C -0.687 7.840 -4.426 -0.025 0.005 0.001
C 0.501 8.240 -5.021 -0.011 -0.001 -0.003
C 1.413 7.289 -5.457 0.002 -0.011 0.008
H 1.849 5.195 -5.632 -0.006 0.003 0.001
H -0.267 4.486 -4.572 0.022 0.002 0.017
H -1.888 6.170 -3.799 0.000 0.015 0.010
H -1.401 8.582 -4.088 0.007 -0.002 0.008
H 0.716 9.294 -5.145 0.002 -0.003 0.002
H 2.341 7.600 -5.919 -0.004 0.000 -0.001
C 5.911 2.827 -0.005 -0.001 0.006 0.001
C 6.090 4.169 -0.312 -0.008 -0.002 0.008
C 5.386 5.141 0.386 -0.005 -0.009 -0.002
C 4.504 4.771 1.392 0.006 -0.010 -0.009
C 4.328 3.429 1.701 -0.024 -0.004 -0.010
C 5.029 2.457 1.001 -0.013 -0.001 -0.002
H 6.456 2.069 -0.553 -0.005 0.001 0.002
H 6.777 4.458 -1.098 -0.005 -0.001 0.001
H 5.521 6.188 0.143 0.002 -0.003 0.002
H 3.949 5.527 1.933 0.002 -0.002 -0.001
H 3.634 3.139 2.480 0.005 0.004 -0.003
H 4.883 1.410 1.237 0.002 0.001 0.000
C 1.649 -10.449 4.078 -0.011 0.006 0.016
C 1.912 -9.121 3.765 0.041 0.034 0.028
C 0.965 -8.138 4.023 0.002 -0.052 0.003
C -0.250 -8.489 4.596 0.002 0.012 0.015
C -0.513 -9.814 4.915 0.005 -0.005 0.006
C 0.435 -10.797 4.655 0.005 0.015 -0.008
H 2.388 -11.213 3.868 -0.001 0.003 -0.002
H 2.858 -8.850 3.313 -0.009 -0.006 -0.010
H 1.149 -7.104 3.762 -0.023 -0.009 -0.055
H -0.991 -7.719 4.769 -0.001 -0.001 -0.026
H -1.464 -10.084 5.358 0.004 0.000 -0.001
H 0.225 -11.832 4.896 0.001 0.003 0.002
C -7.337 9.656 -2.178 0.000 -0.006 -0.001
C -6.177 9.267 -2.834 -0.006 -0.009 0.001
C -6.090 8.000 -3.395 -0.002 -0.003 0.009
C -7.162 7.123 -3.299 0.020 -0.022 -0.002
C -8.321 7.512 -2.641 0.014 0.016 -0.002
C -8.408 8.779 -2.081 0.009 -0.004 0.002
H -7.405 10.644 -1.738 0.000 -0.004 -0.001
H -5.341 9.951 -2.908 -0.002 -0.003 0.003
H -5.184 7.692 -3.903 -0.005 0.001 -0.005
H -7.088 6.133 -3.730 -0.002 0.012 0.001
H -9.155 6.825 -2.563 0.002 0.003 -0.001
H -9.311 9.081 -1.565 0.002 0.001 -0.004
C 8.642 -7.209 -2.611 -0.010 0.003 0.005
C 9.105 -6.660 -1.423 -0.010 -0.002 0.001
C 8.222 -6.416 -0.380 0.000 -0.002 -0.008
C 6.875 -6.721 -0.524 0.011 0.001 0.016
C 6.412 -7.271 -1.711 -0.003 -0.014 -0.014
C 7.295 -7.514 -2.755 0.008 0.004 0.008
H 9.330 -7.397 -3.426 -0.003 0.001 0.003
H 10.156 -6.420 -1.311 -0.005 0.001 -0.001
H 8.582 -5.983 0.545 -0.001 -0.005 -0.003
H 6.185 -6.526 0.286 -0.002 0.006 -0.009
H 5.361 -7.506 -1.823 0.003 0.006 0.000
H 6.931 -7.938 -3.682 0.002 -0.001 0.005
```
Forces are in eV/Å.

## Properties
Net charge   -1
HOMO energy   -4.51 eV
E_LUMO   1.8 eV
E   -2933.7815 Eh

***

Record 6
Here is the molecule C20H27FN4O4 from OMol25. Energies are from ωB97M-V with the def2-TZVPD basis set.

The geometry in XYZ format:
```
56
Properties=species:S:1:pos:R:3:forces:R:3
C -1.193 -2.084 2.772 0.002 0.004 -0.011
C 0.278 -1.863 2.445 -0.056 -0.017 0.012
N 0.469 -1.160 1.178 0.073 -0.012 -0.040
C 0.537 -2.083 0.043 0.059 -0.043 -0.002
C 0.734 -1.530 -1.363 -0.042 0.021 -0.026
C 1.295 -2.648 -2.243 -0.020 0.010 0.018
N -0.478 -1.012 -1.997 -0.050 -0.046 0.027
C -1.701 -0.822 -1.454 0.006 0.019 0.027
O -2.063 -1.201 -0.350 0.017 0.000 -0.027
C -2.644 -0.113 -2.364 -0.029 0.052 -0.013
C -2.623 0.053 -3.737 0.002 -0.023 0.004
C -3.788 0.783 -3.999 0.014 0.003 -0.010
O -4.213 1.188 -5.215 -0.001 -0.005 0.011
N -4.467 1.052 -2.901 -0.007 0.014 -0.005
N -3.755 0.496 -1.902 0.015 -0.031 -0.005
C -4.255 0.606 -0.545 -0.003 -0.009 0.006
C 0.388 0.192 1.070 -0.093 0.053 -0.028
O 0.295 0.795 0.017 0.029 -0.048 0.033
C 0.544 0.999 2.378 0.027 0.006 0.009
C 2.031 1.020 2.774 0.010 -0.011 0.007
C 2.953 1.207 1.597 -0.007 0.013 0.004
C 3.668 0.129 1.088 0.004 -0.007 -0.005
C 4.463 0.258 -0.044 -0.002 -0.005 0.004
C 4.527 1.491 -0.656 0.000 0.002 0.000
F 5.293 1.632 -1.760 -0.002 -0.001 0.002
C 3.837 2.588 -0.179 0.005 0.007 -0.005
C 3.050 2.437 0.950 0.003 -0.006 0.005
O 0.150 2.333 2.200 0.013 0.006 -0.022
C -1.238 2.487 1.979 -0.009 -0.001 -0.006
H -1.300 -2.689 3.673 0.003 -0.005 -0.001
H -1.701 -1.132 2.933 0.002 0.002 -0.003
H -1.700 -2.583 1.947 -0.011 -0.004 0.006
H 0.777 -1.335 3.254 0.000 0.000 0.003
H 0.790 -2.823 2.356 0.000 0.005 0.002
H 1.412 -2.716 0.225 -0.005 0.009 0.020
H -0.340 -2.733 0.056 0.009 0.010 0.001
H 1.454 -0.714 -1.318 0.029 0.015 0.003
H 2.293 -2.934 -1.909 0.002 -0.004 0.002
H 0.647 -3.526 -2.212 0.001 0.001 -0.001
H 1.368 -2.320 -3.280 0.005 0.007 0.006
H -0.309 -0.496 -2.845 0.002 0.010 0.005
H -1.910 -0.325 -4.449 -0.002 0.007 -0.009
H -5.044 1.662 -5.086 -0.003 0.003 -0.003
H -4.646 -0.349 -0.201 -0.008 0.002 0.005
H -3.458 0.913 0.126 0.012 0.003 0.008
H -5.043 1.353 -0.565 0.003 -0.003 -0.007
H -0.051 0.558 3.188 0.008 0.005 -0.008
H 2.149 1.830 3.496 -0.003 0.003 0.000
H 2.286 0.090 3.282 0.005 0.005 0.005
H 3.600 -0.835 1.580 0.002 0.002 -0.001
H 5.027 -0.573 -0.445 0.002 -0.001 -0.001
H 3.916 3.535 -0.695 -0.002 0.001 0.001
H 2.480 3.277 1.325 -0.001 0.002 -0.002
H -1.438 3.556 1.944 0.004 0.001 0.015
H -1.540 2.036 1.033 -0.003 -0.019 -0.010
H -1.813 2.042 2.801 -0.008 -0.001 -0.003
```
Forces are in eV/Å.

## Properties
Relative energy (zero: lowest compared OMol25 entry of this formula, charge and spin)   14.1 kcal/mol
HOMO energy   -8.67 eV
E_LUMO   0.6 eV
E   -1398.1738 Eh
Structure (SMILES)   CCN(C[C@@H](C)NC(=O)c1cc(O)nn1C)C(=O)[C@@H](Cc1ccc(F)cc1)OC